Record 1
Density functional theory data (ωB97M-V/def2-TZVPD) for a molecular structure, C33H51BrI2N2O12S4.

Geometry as XYZ:
```
105
Properties=species:S:1:pos:R:3
C 4.730 -2.411 -0.553
C 5.477 -1.181 -1.067
C 5.137 0.091 -0.330
O 3.836 0.541 -0.686
C 3.667 1.914 -0.359
C 2.244 2.386 -0.463
C 2.021 3.632 -1.030
C 0.755 4.214 -1.090
C 0.636 5.506 -1.801
I 0.908 7.232 -0.664
C 0.422 5.523 -3.116
C 0.241 4.265 -3.926
I 0.308 7.282 -4.247
C -0.348 3.559 -0.546
C -1.710 4.189 -0.552
C -2.255 4.557 0.839
N -1.383 5.354 1.689
C -0.135 2.277 -0.003
C 1.135 1.688 0.029
N 1.255 0.394 0.562
C 0.343 -0.567 0.105
C 0.756 -1.832 -0.309
C -0.182 -2.755 -0.736
C -1.546 -2.454 -0.785
C -2.465 -3.542 -1.246
O -3.346 -3.145 -2.303
C -4.501 -3.885 -2.330
C -5.663 -3.283 -1.614
O -4.533 -4.937 -2.912
C -1.939 -1.188 -0.376
Br -3.774 -0.769 -0.257
C -1.015 -0.243 0.077
S -1.488 1.345 0.668
H 4.663 -3.187 -1.310
H 5.236 -2.827 0.317
H 3.723 -2.146 -0.239
H 6.548 -1.342 -0.934
H 5.320 -1.043 -2.135
H 5.868 0.864 -0.587
H 5.192 -0.072 0.753
H 4.267 2.518 -1.043
H 4.051 2.089 0.653
H 2.859 4.182 -1.441
H 1.178 3.711 -3.979
H -0.520 3.628 -3.477
H -0.067 4.493 -4.940
H -1.691 5.101 -1.147
H -2.432 3.520 -1.028
H -2.524 3.661 1.392
H -3.185 5.106 0.689
H -0.615 4.802 2.046
H -1.001 6.145 1.188
H 2.206 0.056 0.518
H 1.805 -2.090 -0.297
H 0.144 -3.734 -1.057
H -1.831 -4.325 -1.662
H -3.038 -3.982 -0.425
H -5.865 -2.284 -1.997
H -5.428 -3.153 -0.557
H -6.527 -3.922 -1.744
O -1.877 -6.556 1.791
S -1.939 -7.971 1.561
O -0.735 -8.680 1.257
O -3.030 -8.249 0.446
C -2.906 -7.507 -0.792
C -1.852 -8.067 -1.723
C -2.764 -8.764 2.895
H -2.710 -6.462 -0.551
H -3.890 -7.564 -1.250
H -0.851 -7.961 -1.308
H -1.895 -7.531 -2.672
H -2.028 -9.126 -1.907
H -3.686 -8.231 3.105
H -2.090 -8.719 3.747
H -2.957 -9.796 2.617
O 6.398 6.115 -1.764
S 6.655 7.084 -0.740
O 5.806 7.125 0.409
O 6.735 8.522 -1.405
C 5.640 8.921 -2.265
C 4.400 9.313 -1.493
C 8.332 6.983 -0.221
H 5.438 8.114 -2.971
H 6.037 9.764 -2.828
H 3.972 8.458 -0.975
H 3.650 9.706 -2.181
H 4.631 10.076 -0.749
H 8.972 6.974 -1.099
H 8.429 6.054 0.337
H 8.548 7.834 0.418
O -3.887 -1.611 3.692
S -4.428 -2.848 3.220
O -5.627 -2.838 2.437
O -4.612 -3.828 4.456
C -5.328 -3.317 5.606
C -6.826 -3.266 5.392
C -3.189 -3.767 2.375
H -4.922 -2.339 5.866
H -5.072 -4.010 6.405
H -7.097 -2.533 4.635
H -7.315 -2.994 6.328
H -7.200 -4.238 5.069
H -2.289 -3.791 2.982
H -3.005 -3.239 1.441
H -3.561 -4.770 2.183
```

Computed properties:
total energy = -192182.25387 eV
max |F| = 0.68 eV/Å
orbital gap = 7.89 eV
E_LUMO = 0.1 eV
net charge = 0
highest occupied orbital energy = -7.7887 eV

---

Record 2
Density functional theory data (ωB97M-V/def2-TZVPD) for 9 unconnected molecules or ions with the total composition C33H51N3O6 in a non-equilibrium geometry.

Geometry as XYZ:
```
93
Properties=species:S:1:pos:R:3
C 17.291 21.083 12.024
C 18.014 20.623 13.103
C 17.778 19.364 13.652
N 16.754 18.567 13.226
C 16.182 18.938 12.057
C 16.445 20.197 11.402
H 17.366 22.094 11.652
H 18.823 21.144 13.592
H 18.293 19.037 14.544
H 15.335 18.336 11.763
H 15.833 20.581 10.599
C 5.741 21.560 14.751
C 4.755 20.970 13.955
C 5.026 20.705 12.606
N 6.261 21.021 12.122
C 7.244 21.484 12.926
C 6.988 21.739 14.232
H 5.539 21.673 15.806
H 3.782 20.780 14.384
H 4.308 20.279 11.921
H 8.190 21.716 12.461
H 7.782 21.958 14.931
C 12.681 21.870 14.299
C 13.964 22.228 13.960
C 14.094 23.186 12.902
N 13.030 23.708 12.193
C 11.748 23.257 12.541
C 11.575 22.352 13.550
H 12.469 21.128 15.055
H 14.934 21.938 14.336
H 15.041 23.417 12.437
H 10.947 23.698 11.967
H 10.559 22.086 13.801
C 14.908 16.841 15.501
C 14.895 17.944 16.529
C 15.287 19.309 16.012
O 14.593 17.661 17.705
H 15.976 16.646 15.405
H 14.614 17.297 14.556
H 14.427 15.868 15.601
H 14.861 19.422 15.015
H 16.372 19.407 16.033
H 14.853 20.041 16.694
C 9.895 17.646 15.921
C 9.792 18.866 14.991
C 10.529 18.823 13.646
O 9.211 19.828 15.364
H 10.808 17.093 15.699
H 8.966 17.081 15.842
H 9.926 18.093 16.914
H 11.282 18.036 13.603
H 10.950 19.811 13.459
H 9.730 18.559 12.953
C 12.835 29.508 13.587
C 13.353 28.171 13.074
C 12.518 27.472 12.118
O 14.394 27.696 13.466
H 12.044 30.041 13.059
H 13.557 30.188 14.040
H 12.371 29.306 14.552
H 11.567 28.004 12.080
H 12.333 26.506 12.588
H 13.095 27.384 11.198
C 10.771 20.394 18.440
C 10.911 21.937 18.183
C 10.272 22.495 16.927
O 11.279 22.713 19.014
H 9.934 20.011 17.857
H 10.559 20.155 19.482
H 11.574 19.678 18.264
H 10.102 23.571 16.947
H 9.291 22.038 16.797
H 10.840 22.278 16.022
C 16.519 24.173 16.448
C 17.096 24.364 15.051
C 17.235 25.695 14.582
O 17.367 23.370 14.354
H 17.070 24.756 17.186
H 16.724 23.120 16.640
H 15.462 24.438 16.463
H 18.183 25.586 14.055
H 17.227 26.369 15.439
H 16.360 25.995 14.006
C 16.643 25.514 10.966
C 16.741 25.467 9.462
C 16.612 24.189 8.639
O 16.958 26.535 8.824
H 16.315 26.533 11.171
H 17.584 25.356 11.494
H 15.940 24.833 11.446
H 16.642 24.452 7.581
H 15.654 23.747 8.913
H 17.502 23.610 8.883
```

Computed properties:
total energy = -51799.83463 eV
SMILES = c1ccncc1.c1ccncc1.c1ccncc1.CC(C)=O.CC(C)=O.CC(C)=O.CC(C)=O.CC(C)=O.CC(C)=O
max |F| = 4.04 eV/Å
orbital gap = 9.89 eV
E_LUMO = 0.4 eV
net charge = 0
highest occupied orbital energy = -9.5090 eV
energy relative to the best compared isomer or geometry (same formula, charge and spin) = 66.37 kcal/mol

---

Record 3
Density functional theory data (ωB97M-V/def2-TZVPD) for a molecular structure, C33H52N3O3P2Pt in a non-equilibrium geometry.

Geometry as XYZ:
```
94
Properties=species:S:1:pos:R:3
C 2.258 0.384 -1.774
C 0.207 0.717 -2.994
C 3.026 0.427 -2.933
C 0.998 0.847 -4.194
C 2.365 0.692 -4.164
H 4.110 0.294 -2.880
H 0.473 1.037 -5.135
H 2.947 0.768 -5.090
N 0.901 0.557 -1.781
P 1.990 1.266 0.805
P -2.030 0.099 -1.565
C 2.912 0.198 -0.419
H 2.786 -0.842 -0.072
H 3.992 0.405 -0.470
C -1.192 0.710 -3.009
H -1.693 0.766 -3.982
C -2.330 -1.794 -1.879
C -3.740 0.950 -1.487
C 2.579 0.770 2.555
C 2.634 3.023 0.346
C -2.629 -2.503 -0.541
H -3.659 -2.308 -0.203
H -2.519 -3.598 -0.664
H -1.949 -2.172 0.259
C -3.444 -2.126 -2.890
H -4.451 -1.884 -2.512
H -3.289 -1.605 -3.850
H -3.424 -3.214 -3.096
C -1.008 -2.305 -2.500
H -0.975 -3.410 -2.434
H -0.943 -2.015 -3.561
H -0.118 -1.898 -2.002
C -4.654 0.218 -0.485
H -4.154 0.095 0.492
H -5.570 0.818 -0.325
H -4.968 -0.774 -0.847
C -3.539 2.391 -0.989
H -3.243 2.412 0.070
H -2.777 2.921 -1.584
H -4.495 2.938 -1.085
C -4.393 1.036 -2.883
H -4.584 0.054 -3.337
H -5.364 1.557 -2.788
H -3.764 1.626 -3.571
C 2.177 4.034 1.418
H 2.403 5.055 1.060
H 1.093 3.978 1.606
H 2.714 3.891 2.370
C 2.056 3.435 -1.031
H 2.497 2.844 -1.848
H 0.965 3.343 -1.092
H 2.319 4.496 -1.200
C 4.171 3.080 0.202
H 4.448 4.111 -0.087
H 4.708 2.841 1.130
H 4.530 2.414 -0.599
C 2.337 -0.747 2.699
H 2.950 -1.345 2.003
H 2.612 -1.048 3.727
H 1.276 -0.992 2.543
C 1.670 1.476 3.585
H 0.607 1.276 3.373
H 1.901 1.084 4.593
H 1.821 2.565 3.605
C 4.059 1.071 2.850
H 4.732 0.641 2.087
H 4.255 2.152 2.923
H 4.328 0.622 3.824
Pt -0.273 0.612 0.100
C -0.761 2.485 0.161
O -1.016 3.619 0.325
N 0.335 -1.369 0.253
C 0.719 -2.478 0.322
C 1.181 -3.818 0.346
C 1.254 -4.537 1.565
C 1.574 -4.441 -0.867
C 1.712 -5.857 1.562
H 0.948 -4.051 2.496
C 2.030 -5.761 -0.849
H 1.508 -3.880 -1.804
C 2.101 -6.471 0.360
H 1.766 -6.411 2.504
H 2.330 -6.240 -1.786
H 2.458 -7.506 0.366
N -3.768 0.555 4.155
C -2.328 0.779 4.040
C -1.965 1.228 2.657
O -2.469 2.350 2.217
O -1.103 0.496 1.962
H -4.288 1.443 3.966
H -3.987 0.238 5.127
H -4.071 -0.183 3.479
H -2.010 1.557 4.768
H -1.788 -0.164 4.282
```

Computed properties:
total energy = -67473.39732 eV
max |F| = 5.81 eV/Å
<S²> = 6.06
orbital gap (spin up / spin down) = 4.81 / 5.38 eV
E_LUMO (spin up / spin down) = -8.3 / -11.2 eV
net charge = +3
highest occupied orbital energy (spin up / spin down) = -13.0684 / -16.6197 eV
energy relative to the best compared isomer or geometry (same formula, charge and spin) = 0.00 kcal/mol
multiplicity = 5

---

Record 4
Density functional theory data (ωB97M-V/def2-TZVPD) for a molecular structure, C33H53BBrIN14O3P in a non-equilibrium geometry.

Geometry as XYZ:
```
107
Properties=species:S:1:pos:R:3
N 5.174 1.996 -0.284
B 4.025 1.310 -0.879
O 4.170 0.777 -2.134
C 2.649 1.250 -0.066
C 2.236 2.400 0.595
C 0.987 2.326 1.313
P 0.241 3.865 2.197
O 0.538 3.587 3.806
Br 1.455 5.649 1.469
N 0.271 1.242 1.401
N 0.719 0.178 0.756
C -0.155 -1.010 0.915
C -1.400 -0.941 0.000
C -2.658 -0.420 0.745
C -2.903 1.100 0.516
O -3.210 1.781 1.723
C 1.810 0.085 0.022
C 2.240 -1.144 -0.726
C 3.048 -2.185 0.148
C 3.278 -1.734 1.599
I 4.009 -3.430 2.728
H 5.181 2.954 -0.650
H 4.994 2.140 0.708
H 4.785 1.366 -2.604
H 2.820 3.315 0.570
H 1.199 2.880 3.848
H -0.526 -0.942 1.943
H 0.396 -1.948 0.867
H -1.202 -0.271 -0.847
H -1.649 -1.920 -0.423
H -2.550 -0.533 1.834
H -3.537 -1.017 0.495
H -3.778 1.208 -0.133
H -2.056 1.605 0.030
H -2.431 1.806 2.289
H 2.759 -0.935 -1.660
H 1.319 -1.670 -1.012
H 3.972 -2.453 -0.372
H 2.459 -3.109 0.206
H 4.045 -0.957 1.637
H 2.357 -1.454 2.109
C 4.858 7.150 1.385
C 5.385 5.926 0.810
N 5.782 4.950 0.357
H 4.158 7.635 0.704
H 4.328 6.948 2.314
H 5.647 7.867 1.608
C 1.662 3.408 -3.376
C 0.792 3.333 -2.209
N 0.113 3.275 -1.284
H 1.249 4.068 -4.136
H 2.649 3.789 -3.112
H 1.799 2.431 -3.826
C 6.273 2.757 -5.765
C 6.178 2.952 -4.328
N 6.076 3.105 -3.195
H 5.861 1.794 -6.061
H 5.717 3.529 -6.294
H 7.304 2.801 -6.112
C 1.573 3.384 -7.799
C 2.308 2.869 -6.654
N 2.887 2.463 -5.750
H 2.025 3.058 -8.735
H 0.540 3.037 -7.792
H 1.557 4.473 -7.799
C 5.482 3.738 4.469
C 5.630 5.185 4.505
N 5.752 6.324 4.533
H 4.621 3.446 3.868
H 6.363 3.263 4.039
H 5.341 3.332 5.470
C 6.765 -1.460 -1.840
C 7.330 -2.675 -2.409
N 7.772 -3.634 -2.856
H 6.023 -1.019 -2.504
H 6.276 -1.658 -0.886
H 7.533 -0.709 -1.663
C -3.084 7.431 1.866
C -2.246 6.248 1.932
N -1.582 5.310 1.985
H -2.484 8.340 1.918
H -3.650 7.459 0.936
H -3.796 7.454 2.690
C -6.333 -2.976 0.407
C -4.962 -3.211 -0.014
N -3.879 -3.396 -0.347
H -6.385 -2.741 1.470
H -6.776 -2.140 -0.135
H -6.956 -3.860 0.227
C -7.250 -5.852 -3.224
C -7.514 -5.632 -1.811
N -7.722 -5.457 -0.697
H -7.628 -6.821 -3.547
H -7.727 -5.089 -3.837
H -6.181 -5.826 -3.432
C -8.139 -7.883 1.998
C -9.006 -8.874 2.617
N -9.689 -9.655 3.105
H -7.976 -7.031 2.657
H -7.163 -8.304 1.760
H -8.567 -7.503 1.072
C -10.127 -11.165 5.905
C -9.736 -11.611 7.236
N -9.428 -11.961 8.284
H -11.007 -10.525 5.944
H -9.332 -10.599 5.426
H -10.363 -12.008 5.258
```

Computed properties:
total energy = -150184.72347 eV
max |F| = 3.11 eV/Å
orbital gap = 6.64 eV
E_LUMO = -3.6 eV
net charge = +1
highest occupied orbital energy = -10.2346 eV

---

Record 5
Density functional theory data (ωB97M-V/def2-TZVPD) for a molecular structure, C33H53BCl2HgN4P2S2 in a non-equilibrium geometry.

Geometry as XYZ:
```
98
Properties=species:S:1:pos:R:3
Hg -0.648 -0.153 -0.931
C 4.684 -1.624 1.424
C 4.027 -1.261 0.093
C 5.031 -1.402 -1.057
C 3.635 0.228 0.154
P 2.453 -2.186 -0.395
C 1.556 -2.362 1.234
N 1.194 -1.103 1.857
B 0.503 0.042 1.310
N 0.481 1.017 2.371
C -0.047 2.378 2.424
P -1.281 2.717 1.069
C -2.678 3.437 2.118
C -2.327 4.440 3.218
C -3.715 4.067 1.190
C -3.303 2.182 2.747
C -0.411 4.081 0.105
C 0.894 3.428 -0.379
C -0.098 5.379 0.843
C -1.269 4.365 -1.137
C 1.089 0.467 3.491
C 1.292 1.004 4.750
C 1.898 0.210 5.721
C 2.289 -1.089 5.430
C 2.098 -1.629 4.160
C 1.506 -0.841 3.185
C 2.886 -4.018 -0.680
C 3.169 -4.144 -2.184
C 1.638 -4.853 -0.371
C 4.055 -4.606 0.108
H 5.530 -0.949 1.596
H 5.068 -2.643 1.446
H 3.995 -1.491 2.258
H 5.886 -0.745 -0.870
H 4.580 -1.105 -2.006
H 5.414 -2.418 -1.164
H 4.546 0.836 0.170
H 3.061 0.461 1.049
H 3.040 0.524 -0.713
H 2.177 -2.929 1.930
H 0.658 -2.945 1.023
H 0.782 3.092 2.396
H -0.550 2.515 3.384
H -1.919 5.364 2.812
H -1.619 4.049 3.952
H -3.243 4.696 3.763
H -3.387 5.043 0.826
H -4.652 4.216 1.738
H -3.929 3.424 0.337
H -2.607 1.663 3.412
H -3.617 1.481 1.972
H -4.185 2.464 3.332
H 1.615 3.288 0.430
H 1.359 4.063 -1.140
H 0.703 2.449 -0.823
H 0.358 5.202 1.820
H -0.997 5.978 0.989
H 0.605 5.978 0.253
H -1.529 3.437 -1.651
H -0.712 5.005 -1.831
H -2.201 4.869 -0.889
H 0.983 2.016 4.981
H 2.065 0.612 6.713
H 2.743 -1.698 6.201
H 2.403 -2.647 3.953
H 4.028 -3.548 -2.494
H 2.307 -3.807 -2.763
H 3.367 -5.190 -2.442
H 0.724 -4.416 -0.778
H 1.494 -4.986 0.701
H 1.757 -5.847 -0.815
H 5.010 -4.145 -0.141
H 4.137 -5.674 -0.123
H 3.898 -4.517 1.185
Cl -2.978 -0.994 -3.678
C -3.942 0.438 -3.937
C -4.331 0.694 -5.238
C -5.087 1.818 -5.527
C -5.453 2.653 -4.483
C -5.061 2.365 -3.189
Cl -5.608 3.468 -1.953
C -4.264 1.250 -2.826
S -3.756 0.923 -1.212
H -4.040 0.005 -6.019
H -5.384 2.039 -6.543
H -6.051 3.536 -4.663
S -1.906 -3.501 -0.097
C -1.923 -3.820 -1.722
N -2.913 -4.442 -2.412
C -2.713 -4.376 -3.854
C -1.267 -3.842 -3.968
N -0.909 -3.561 -2.584
H -3.830 -4.444 -2.001
H -3.427 -3.697 -4.322
H -2.813 -5.364 -4.305
H -1.218 -2.942 -4.582
H -0.596 -4.592 -4.391
H -0.274 -2.813 -2.339
```

Computed properties:
total energy = -111189.97429 eV
max |F| = 1.04 eV/Å
<S²> = 0.76
orbital gap (spin up / spin down) = 5.38 / 6.24 eV
E_LUMO (spin up / spin down) = 2.4 / 2.4 eV
net charge = -1
highest occupied orbital energy (spin up / spin down) = -2.9522 / -3.8728 eV
multiplicity = 2